1.
96
Properties=species:S:1:pos:R:3:forces:R:3 method="wB97M-V/def2-TZVPD" total_energy_ev=-51251.013 charge=-1 gap_ev=5.455 e_lumo_ev=2.088
C -0.25540 -3.56403 -0.07732 -0.3 0.1 -0.2
C 3.01714 2.23693 -2.42876 -0.7 -0.9 0.0
N -3.20313 0.25327 3.77305 0.0 -0.1 -0.2
H -4.23952 -2.35577 -2.50272 0.1 0.7 2.0
H -6.75133 -1.12867 -2.76208 1.8 1.7 1.6
N -0.63749 0.07795 6.45382 -0.4 0.4 0.7
H -1.02129 1.83190 9.29501 0.0 -0.2 -0.3
C 3.18361 3.61398 -1.84611 0.2 0.2 0.0
O 3.82749 1.76283 -3.22273 -0.1 0.2 -0.1
H 5.50593 -3.22180 0.13284 0.1 0.2 -0.1
H 5.10549 -1.75691 -0.82564 0.2 -0.2 0.2
H -4.22191 2.10552 3.87552 0.2 -0.2 0.0
N -5.67482 2.33631 -4.66516 0.0 0.2 0.3
H 0.40593 0.85820 8.89284 0.1 0.2 -0.1
H 0.53907 -4.30222 -0.19198 -0.1 0.3 0.1
C 4.69771 -2.61700 -0.28741 -0.1 0.1 0.0
C -5.70658 2.99195 -3.47067 0.9 -0.9 1.1
H -1.26653 -0.47032 5.87869 0.3 0.0 0.2
H 5.86842 -3.44362 -3.70916 0.3 0.0 0.0
H 1.01556 -5.41800 1.82020 0.2 0.1 -0.1
H 1.33213 0.79987 6.73423 -0.2 -0.1 0.0
H 3.26971 3.55145 -0.75781 -0.2 0.1 -0.1
H -4.03140 1.70259 1.56861 -0.2 0.0 0.0
H -5.45366 0.88016 2.29370 0.1 0.2 0.0
H -2.63438 2.01610 4.68177 -0.2 0.3 0.1
H 8.30464 2.33549 -1.28041 0.1 -0.1 -0.2
C -3.55624 1.47167 4.46235 0.2 -0.3 0.3
H -1.21013 -4.00759 -0.37060 0.1 0.1 -0.2
O -2.43870 0.43179 7.74731 0.5 0.2 0.0
H -5.14810 1.47101 -4.63556 -0.1 0.1 0.1
H 4.07871 -2.24810 0.53501 0.0 -0.2 -0.2
H 0.76842 0.63638 5.05084 0.3 0.0 0.1
H -4.74118 0.27826 0.78477 0.3 0.0 0.2
H 7.70896 2.42198 -3.55157 -0.1 -0.2 0.1
H 5.48049 0.52329 -2.82543 0.0 0.4 -0.1
H -1.09218 -2.40216 1.48945 -0.2 0.0 -0.1
H 4.09612 4.07049 -2.23921 -0.2 -0.2 0.0
C -3.59676 -0.15796 2.53465 0.4 -1.2 -0.7
H -6.83658 0.34384 -1.35409 -0.1 -2.7 -0.3
H 0.00549 2.32309 7.93436 0.1 -0.1 0.1
H -5.49524 2.82059 -6.66268 -0.2 0.1 -0.2
B -3.02227 -0.76038 -1.35801 0.0 -0.4 0.4
C -4.51533 0.73900 1.75035 -0.2 0.0 -0.2
C 7.08346 0.61416 -1.64038 -0.8 -0.2 -0.4
C 6.73461 1.97028 -3.74100 -0.4 0.0 -0.1
H 1.94055 -4.66681 3.13431 -0.2 0.1 -0.1
H -3.63547 -2.91877 -0.80419 -1.3 1.6 -0.9
H 2.18724 -4.10275 1.47061 -0.2 -0.2 -0.1
C -6.46166 4.29111 -3.39680 -0.1 0.3 0.1
H -2.58657 -0.40299 4.23806 -0.3 0.1 -0.2
C 0.87447 1.88731 -1.14031 -0.4 -0.4 0.0
N 6.37091 0.99902 -2.73666 0.9 -0.6 0.9
H -6.82679 3.67065 -5.83638 0.1 -0.2 0.1
C -6.28547 2.72711 -5.91364 0.3 -0.4 0.1
O 0.11779 -2.95459 3.46690 0.3 0.0 0.3
H -6.97516 1.93508 -6.21595 -0.1 0.2 -0.2
H 3.83347 -4.55032 -2.88131 0.2 0.2 0.1
C 0.35474 -3.45718 2.37006 -0.9 0.6 -0.5
H -7.51556 4.12505 -3.63648 0.1 0.2 -0.1
C 3.85836 -3.45312 -1.21469 -0.8 -0.2 0.2
H 1.16572 -0.81691 6.00160 0.2 0.2 -0.1
O -3.20091 -1.23405 2.09063 -0.3 0.6 0.7
O 2.66130 -3.64821 -1.01269 0.7 0.1 -0.2
H -2.74698 -0.41159 -0.24712 0.0 0.2 0.5
C -4.11359 -2.00006 -1.37472 -2.2 -2.4 -0.4
N -0.37968 -3.09218 1.28144 0.7 -0.3 1.1
C -1.24164 0.62688 7.54531 -0.8 -0.5 -0.4
C -5.61100 -1.60420 -0.83862 -0.9 1.2 -2.2
O 6.62542 -0.23433 -0.87743 0.4 0.2 -0.1
H 2.33430 4.24336 -2.12573 0.1 0.0 0.2
H 0.85445 1.15957 -0.32522 -0.3 0.2 0.0
H -0.07361 1.84590 -1.68223 -0.1 0.0 0.3
C 1.44339 -4.47784 2.17893 0.3 -0.2 0.2
C 8.42403 1.25594 -1.40707 0.2 0.0 0.2
H 1.88562 0.59421 -2.48582 -0.1 0.2 0.1
H 5.96799 2.74909 -3.75240 0.2 0.0 -0.2
H 6.43213 -3.28013 -2.02577 -0.2 0.0 -0.1
H -6.10761 -2.00943 0.16366 1.9 1.9 -1.4
O -5.12827 2.51780 -2.49468 -0.6 0.8 -0.8
C -0.40229 1.46300 8.47259 0.0 0.2 0.2
N 4.46251 -4.00205 -2.30618 -0.3 0.1 0.3
H -0.04770 -2.70284 -0.71731 -0.1 -0.3 -0.2
H 6.74892 1.46607 -4.71045 0.1 0.3 -0.1
H -6.02378 5.01772 -4.08668 -0.2 0.0 0.0
H 9.09190 1.04214 -2.24604 0.0 0.2 0.1
H 1.01589 2.88808 -0.73078 0.1 -0.2 -0.1
N 1.92805 1.50915 -2.05205 1.2 0.7 -0.4
H -3.32767 0.16872 -2.01386 -0.5 0.7 -0.6
C 5.84350 -3.89002 -2.71192 -0.2 -0.2 -0.3
H -4.04528 1.20025 5.40120 0.0 0.3 0.1
H -2.00777 -1.21821 -1.80386 0.7 -0.5 -0.4
C -6.44081 -0.70750 -1.70356 0.8 -2.0 1.4
H -6.39748 4.69527 -2.38282 0.1 -0.2 -0.2
C 0.74350 0.18998 6.04808 -0.1 -0.3 -0.4
H 6.26572 -4.89691 -2.75840 0.3 0.1 -0.1
H 8.87191 0.84868 -0.49649 -0.2 0.0 -0.2



2.
15
Properties=species:S:1:pos:R:3:forces:R:3 method="wB97M-V/def2-TZVPD" total_energy_ev=-7829.167 gap_ev=9.624 e_lumo_ev=0.884 relative_energy_kcal_mol=72.7 smiles=NC1(CO)CC1
H -1.64714 0.97104 0.95681 -0.3 0.4 0.8
C -0.89341 -1.10841 0.50983 -0.5 1.6 -1.3
H 0.57459 0.85548 1.58665 0.4 -0.1 0.6
H 1.13682 1.82502 0.25717 -0.6 -0.9 -0.4
H 2.98499 0.52622 0.18199 -3.4 -1.4 1.0
C -1.52171 0.30570 0.14063 -0.6 -0.8 -0.5
N 0.28566 -0.19142 -1.50138 -1.7 -1.6 -3.4
O 2.10638 0.01389 0.45946 4.2 0.5 -0.5
C -0.11499 0.01685 -0.16643 -0.3 0.0 -0.4
C 0.94534 0.76411 0.56464 -0.2 1.4 0.6
H 0.90592 -1.07643 -1.50114 -1.7 1.8 -0.6
H -0.61406 -1.23300 1.55322 -0.6 -0.6 -0.2
H -1.17610 -1.91770 -0.22898 0.5 0.8 1.5
H -0.66653 -0.24955 -2.16212 3.7 -0.4 2.1
H -2.30576 0.49819 -0.65036 1.1 -0.8 0.8